(a)
Formula: C4H6N4
Source: the OMol25 dataset
Level of theory: wB97M-V/def2-TZVPD

## Properties
- LUMO (eV) = 0.4595
- molecular weight (Da) = 110.120
- gap between HOMO and LUMO (eV) = 8.736
- HOMO energy (eV) = -8.277
- SMILES = [H]/N=C1\NN=CC(=C)N1

Each line ends with the natural charge from an NBO analysis.
Positions of all 14 atoms, in Å:
C 2.42 -0.87 -0.17  -0.4599
C 1.23 -0.21 -0.03  0.0950
C -1.22 -0.40 -0.02  0.5675
C 1.04 1.09 0.34  -0.0286
H 3.33 -0.36 -0.30  0.2061
H 2.50 -2.00 -0.13  0.2010
H 0.09 -1.94 0.15  0.4189
H -3.06 -0.69 -0.01  0.3401
H -2.01 1.44 -0.56  0.3981
H 1.84 1.67 0.83  0.2185
N 0.06 -0.94 -0.02  -0.5866
N -2.22 -1.12 0.26  -0.7398
N -1.13 0.97 -0.38  -0.4556
N -0.07 1.69 0.05  -0.1745

(b)
Formula: C4H6N4
Source: the OMol25 dataset
Level of theory: wB97M-V/def2-TZVPD

## Properties
- LUMO (eV) = -1.4044
- molecular weight (Da) = 110.120
- gap between HOMO and LUMO (eV) = 6.967
- HOMO energy (eV) = -8.371

Each line ends with the natural charge from an NBO analysis.
Positions of all 14 atoms, in Å:
C -0.73 0.10 0.12  0.3932
C 1.65 -0.34 0.10  0.3826
C 1.37 1.06 0.14  -0.2610
C 0.03 1.35 0.07  -0.1397
H -3.58 -0.57 -0.67  0.3597
H -2.75 -0.63 1.61  0.1761
H 0.39 -1.88 0.09  0.4154
H 3.46 -0.52 -0.94  0.3623
H 2.10 1.90 -0.12  0.2295
H -0.34 2.22 0.03  0.2055
N -2.55 -0.94 -0.13  -0.5506
N -1.94 0.32 -0.43  -0.3080
N 0.31 -0.96 0.44  -0.6290
N 2.58 -1.11 -0.30  -0.6360

(c)
Formula: C4H6N4
Source: the OMol25 dataset
Level of theory: wB97M-V/def2-TZVPD

## Properties
- LUMO (eV) = -0.9508
- molecular weight (Da) = 110.120
- gap between HOMO and LUMO (eV) = 8.350
- HOMO energy (eV) = -9.301

Each line ends with the natural charge from an NBO analysis.
Positions of all 14 atoms, in Å:
C -1.17 0.91 1.07  -0.7289
C -1.75 0.26 -0.14  0.0900
C 0.80 -0.64 -0.01  0.2312
C 0.66 0.73 -0.55  0.1272
H -2.02 0.75 2.25  0.2488
H 0.05 0.47 1.23  0.2790
H -1.27 2.20 0.96  0.2750
H -2.68 0.74 -0.69  0.2037
H -0.28 -2.58 -0.57  0.4378
H 2.66 -0.02 0.67  0.3644
N -1.28 -0.69 -0.71  -0.2795
N -0.39 -1.49 -0.19  -0.4402
N 2.02 -0.95 0.74  -0.5746
N 1.42 1.82 -0.72  -0.2338

The computed energies, referenced to the most stable structure and given in kJ/mol, are (a) 0.0; (b) 642.9; (c) 760.3.

(a)
Formula: C4H6N4
Source: the OMol25 dataset
Level of theory: wB97M-V/def2-TZVPD

## Properties
- LUMO (eV) = 0.8692
- molecular weight (Da) = 110.120
- gap between HOMO and LUMO (eV) = 9.360
- HOMO energy (eV) = -8.491
- SMILES = N/N=C/n1cccn1

Each line ends with the natural charge from an NBO analysis.
Positions of all 14 atoms, in Å:
C 0.92 -0.46 0.24  0.1622
C -1.43 -0.30 0.81  -0.0508
C -2.50 0.34 0.07  -0.3331
C -1.90 1.03 -0.92  -0.0619
H 3.79 0.30 -0.34  0.3614
H 3.20 -0.80 0.70  0.3231
H 0.96 -1.18 1.06  0.1573
H -1.26 -0.89 1.65  0.2148
H -3.59 0.06 0.24  0.2358
H -2.21 1.67 -1.76  0.2216
N 3.15 -0.44 -0.25  -0.6035
N 1.90 0.05 -0.46  -0.1994
N -0.38 -0.07 0.01  -0.1835
N -0.65 0.69 -1.05  -0.2440

(b)
Formula: C4H6N4
Source: the OMol25 dataset
Level of theory: wB97M-V/def2-TZVPD

## Properties
- LUMO (eV) = 0.3136
- molecular weight (Da) = 110.120
- gap between HOMO and LUMO (eV) = 9.375
- HOMO energy (eV) = -9.061
- SMILES = c1cn[nH]cn[nH]c1

Each line ends with the natural charge from an NBO analysis.
Positions of all 14 atoms, in Å:
C 0.50 -1.50 -0.63  0.0473
C 1.46 -0.56 -0.49  -0.3134
C 1.65 0.56 0.45  0.0603
C -1.55 0.59 -0.24  0.2149
H -0.07 -0.78 1.39  0.3471
H 0.28 -2.19 -1.29  0.1998
H 2.31 -0.87 -1.03  0.2107
H 2.59 0.66 1.00  0.2238
H -0.78 2.47 -0.33  0.4130
H -2.45 1.11 -0.85  0.1951
N -0.43 -1.46 0.67  -0.5082
N 0.70 1.40 0.43  -0.2732
N -0.47 1.43 -0.52  -0.4849
N -1.83 -0.65 0.35  -0.3323

The computed energies, referenced to the most stable structure and given in kJ/mol, are (a) 0.0; (b) 382.2.

(a)
Formula: C7H7NO3
Source: the OMol25 dataset
Level of theory: wB97M-V/def2-TZVPD

## Properties
- LUMO (eV) = -0.4226
- molecular weight (Da) = 153.137
- gap between HOMO and LUMO (eV) = 8.750
- HOMO energy (eV) = -9.173
- SMILES = O=CC1=CC=C[C@H]1O.C#[N+][O-]

Each line ends with the natural charge from an NBO analysis.
Positions of all 18 atoms, in Å:
C 1.73 -0.43 1.30  -0.2543
C 1.59 0.36 0.11  -0.0996
C 0.52 -0.74 1.79  -0.1188
C -2.07 -1.08 -3.26  -0.0539
C -0.36 1.35 -1.17  0.4060
C -0.54 -0.24 0.85  0.0306
C 0.27 0.57 -0.15  -0.1754
N -0.93 -1.12 -3.34  0.2173
O -1.57 1.42 -1.31  -0.5770
O 0.25 -1.18 -3.47  -0.4124
O -1.65 0.38 1.43  -0.7026
H 2.68 -0.71 1.71  0.2233
H 2.41 0.73 -0.48  0.2208
H 0.28 -1.28 2.68  0.2225
H -3.09 -0.99 -3.04  0.2528
H 0.33 1.90 -1.83  0.1258
H -0.86 -1.14 0.29  0.1997
H -2.10 0.86 0.72  0.4953

(b)
Formula: C7H7NO3
Source: the OMol25 dataset
Level of theory: wB97M-V/def2-TZVPD

## Properties
- LUMO (alpha / beta) (eV) = -0.2016 / -0.2033
- molecular weight (Da) = 153.137
- gap between HOMO and LUMO (alpha / beta) (eV) = 8.648 / 8.646
- HOMO energy (alpha / beta) (eV) = -8.849 / -8.849

Each line ends with the natural charge from an NBO analysis.
Positions of all 18 atoms, in Å:
C -1.72 0.36 -0.56  -0.2700
C -0.77 0.68 -1.43  -0.1286
C -1.22 0.32 0.86  -0.0015
C 0.57 0.96 -0.74  -0.1821
C 2.37 -0.69 0.11  0.3913
C -0.18 -0.82 0.91  0.0382
C 1.04 -0.14 0.23  -0.0933
N 0.54 1.70 0.52  0.0420
O 3.28 -0.21 -0.44  -0.5216
O -0.55 1.56 1.24  -0.3012
O -0.57 -1.96 0.16  -0.6862
H -2.75 0.33 -0.66  0.2233
H -0.83 0.88 -2.44  0.2185
H -2.10 0.20 1.49  0.2203
H 1.42 1.17 -1.39  0.2616
H 2.55 -1.69 0.65  0.1149
H 0.14 -1.01 1.92  0.2018
H -1.22 -1.65 -0.43  0.4726

The computed energies, referenced to the most stable structure and given in kJ/mol, are (a) 0.0; (b) 87.0.

(a)
Formula: C6H12O2
Source: the OMol25 dataset
Level of theory: wB97M-V/def2-TZVPD

## Properties
- LUMO (eV) = -1.1517
- molecular weight (Da) = 116.160
- gap between HOMO and LUMO (eV) = 6.731
- HOMO energy (eV) = -7.882

Each line ends with the natural charge from an NBO analysis.
Positions of all 20 atoms, in Å:
C -3.51 1.14 -0.36  -0.6120
C -2.39 0.21 0.32  -0.4585
C 2.21 -1.43 1.17  -0.8176
C 1.31 -0.73 0.26  0.3935
O 1.58 -0.32 -1.12  -0.6663
C -0.09 -0.45 0.62  -0.3348
C -0.95 0.22 -0.08  -0.0254
H -3.30 2.20 -0.01  0.2158
H -3.42 1.03 -1.50  0.2144
H -4.55 0.72 -0.08  0.2246
H -2.80 -0.74 0.10  0.2260
H -2.29 0.30 1.45  0.2166
H 2.31 -2.44 0.93  0.2279
H 2.76 -1.00 1.99  0.2537
H 2.22 -1.02 -0.67  0.5028
H -0.32 -0.71 1.63  0.2192
H -0.64 0.87 -0.95  0.2223
H 3.27 0.89 -1.46  0.4721
H 4.41 0.28 -0.79  0.4615
O 4.20 0.97 -1.44  -0.9359

(b)
Formula: C6H12O2
Source: the OMol25 dataset
Level of theory: wB97M-V/def2-TZVPD

## Properties
- LUMO (eV) = 0.7004
- molecular weight (Da) = 116.160
- gap between HOMO and LUMO (eV) = 10.322
- HOMO energy (eV) = -9.622
- SMILES = CC(C)=O.CC(C)=O

Each line ends with the natural charge from an NBO analysis.
Positions of all 20 atoms, in Å:
O -4.46 -1.94 9.77  -0.5387
C -3.66 -1.45 10.58  0.5844
C -4.03 -0.35 11.55  -0.7253
C -2.20 -1.89 10.53  -0.7191
H -3.11 0.11 11.97  0.2144
H -4.68 -0.66 12.38  0.2535
H -4.56 0.41 10.95  0.2390
H -1.74 -1.32 9.71  0.2394
H -2.06 -2.97 10.33  0.2424
H -1.68 -1.64 11.47  0.2104
O -7.35 1.54 9.70  -0.5417
C -6.48 2.39 9.55  0.5781
C -6.25 3.51 10.56  -0.7243
C -5.61 2.26 8.32  -0.7157
H -5.98 2.99 11.50  0.2415
H -7.15 4.12 10.74  0.2487
H -5.42 4.17 10.27  0.2152
H -5.45 3.21 7.79  0.2234
H -6.00 1.52 7.61  0.2465
H -4.63 1.91 8.70  0.2282

(c)
Formula: C6H12O2
Source: the OMol25 dataset
Level of theory: wB97M-V/def2-TZVPD

## Properties
- LUMO (eV) = 0.8759
- molecular weight (Da) = 116.160
- gap between HOMO and LUMO (eV) = 9.671
- HOMO energy (eV) = -8.795
- SMILES = C=CC[C@@H](O)[C@@H](C)O

Each line ends with the natural charge from an NBO analysis.
Positions of all 20 atoms, in Å:
C 0.34 -0.24 0.91  0.0896
C -1.32 0.36 1.08  0.0949
C 0.23 -0.96 -0.37  -0.4627
C -1.85 1.28 0.01  -0.6456
C 1.30 -0.28 -1.51  -0.1981
C 2.59 -0.60 -1.47  -0.3988
O 1.25 0.76 1.15  -0.6938
O -2.22 -0.70 1.26  -0.7282
H 1.36 1.29 0.35  0.4761
H -1.98 -1.20 2.05  0.4705
H 0.43 -0.94 1.74  0.1658
H -1.22 0.93 2.02  0.1500
H -0.69 -1.05 -0.94  0.2298
H 0.58 -1.98 -0.23  0.2154
H 0.92 0.37 -2.29  0.1960
H -2.02 0.72 -0.91  0.2065
H -2.80 1.72 0.32  0.2261
H -1.14 2.08 -0.20  0.2093
H 3.24 -0.37 -2.31  0.2014
H 2.99 -1.19 -0.66  0.1958

(d)
Formula: C6H12O2
Source: the OMol25 dataset
Level of theory: wB97M-V/def2-TZVPD

## Properties
- LUMO (eV) = 0.7081
- molecular weight (Da) = 116.160
- gap between HOMO and LUMO (eV) = 8.542
- HOMO energy (eV) = -7.834
- SMILES = C/C=C/C=C(/C)O.O

Each line ends with the natural charge from an NBO analysis.
Positions of all 20 atoms, in Å:
C 0.62 0.48 -2.97  -0.6449
C 0.40 0.89 -1.51  -0.1727
C 0.80 0.12 -0.51  -0.2309
C 0.40 0.35 0.90  -0.3143
C 0.61 -0.60 1.82  0.3212
O 1.22 -1.78 1.43  -0.6972
C 0.20 -0.57 3.26  -0.6723
H -0.15 -0.21 -3.30  0.2041
H 0.57 1.41 -3.56  0.2097
H 1.63 0.11 -3.02  0.2188
H -0.21 1.77 -1.38  0.2035
H 1.31 -0.83 -0.59  0.2157
H 0.02 1.32 1.17  0.2125
H 1.03 -2.47 2.07  0.4770
H 0.90 -1.07 3.93  0.2154
H -0.75 -1.10 3.32  0.2179
H 0.05 0.45 3.59  0.2341
H -2.43 0.33 -2.19  0.4741
H -3.31 0.44 -0.87  0.4757
O -2.88 0.95 -1.60  -0.9473

The computed energies, referenced to the most stable structure and given in kJ/mol, are (a) 568.8; (b) 0.0; (c) 175.4; (d) 76.0.

(a)
Formula: C6H12O2
Source: the OMol25 dataset
Level of theory: wB97M-V/def2-TZVPD

## Properties
- LUMO (eV) = 0.7083
- molecular weight (Da) = 116.160
- gap between HOMO and LUMO (eV) = 10.266
- HOMO energy (eV) = -9.557

Each line ends with the natural charge from an NBO analysis.
Positions of all 20 atoms, in Å:
C -2.03 0.84 -0.13  -0.6239
C -1.15 -0.18 -0.74  -0.5264
C 0.07 -0.63 -0.03  0.2056
C -0.02 -1.83 0.92  -0.1328
C 1.48 0.10 0.19  0.0410
C 1.33 1.57 0.35  -0.6376
H -1.99 0.62 1.18  0.2056
H -3.22 0.47 -0.63  0.2413
H -1.63 2.09 -0.22  0.2466
H -0.79 0.32 -1.64  0.2278
H -1.65 -1.11 -1.15  0.2534
H -1.09 -2.29 1.13  0.2126
H 1.01 -1.94 1.50  0.2172
H 1.88 -0.29 1.13  0.1509
H 0.15 1.56 -0.33  0.2138
H 1.39 1.93 1.63  0.2355
H 2.30 2.19 -0.27  0.2544
H 1.48 -1.15 -1.49  0.5021
O 0.33 -1.98 -0.46  -0.5540
O 2.19 -0.29 -0.95  -0.7328

(b)
Formula: C6H12O2
Source: the OMol25 dataset
Level of theory: wB97M-V/def2-TZVPD

## Properties
- LUMO (alpha / beta) (eV) = 0.1233 / 0.1239
- molecular weight (Da) = 116.160
- gap between HOMO and LUMO (alpha / beta) (eV) = 8.025 / 8.028
- HOMO energy (alpha / beta) (eV) = -7.902 / -7.904

Each line ends with the natural charge from an NBO analysis.
Positions of all 20 atoms, in Å:
C 1.88 -0.21 0.07  0.4018
C -0.37 2.42 -0.62  -0.2326
C -1.48 -1.25 1.29  -0.6730
C -0.75 -1.09 -1.11  -0.6623
C -0.37 -0.98 0.33  0.3523
C 0.93 -0.89 0.80  -0.4229
O 0.13 1.27 -0.03  -0.8247
O 3.02 0.14 0.67  -0.6351
H 3.56 0.68 0.07  0.4938
H 1.80 -0.04 -0.99  0.1952
H 1.12 -1.00 1.86  0.2248
H -1.21 2.19 -1.32  0.1320
H -0.73 3.17 0.09  0.1390
H 0.39 2.92 -1.25  0.1447
H -1.60 -0.44 -1.33  0.2371
H -1.15 -1.22 2.33  0.2225
H -2.26 -0.50 1.16  0.2443
H -1.94 -2.23 1.09  0.2242
H 0.06 -0.82 -1.79  0.2201
H -1.05 -2.12 -1.33  0.2187

(c)
Formula: C6H12O2
Source: the OMol25 dataset
Level of theory: wB97M-V/def2-TZVPD

## Properties
- LUMO (eV) = 0.6080
- molecular weight (Da) = 116.160
- gap between HOMO and LUMO (eV) = 8.894
- HOMO energy (eV) = -8.286

Each line ends with the natural charge from an NBO analysis.
Positions of all 20 atoms, in Å:
C 0.02 -0.87 0.89  -0.2884
C 0.70 -1.83 -0.06  -0.6329
C -1.21 -1.47 1.56  -0.6276
C -0.99 0.90 -0.16  0.2211
O -1.60 0.58 -1.17  -0.6203
H 0.70 -0.46 1.65  0.2111
H -1.44 1.31 0.75  0.1626
H 0.03 -2.04 -0.89  0.2207
H 1.62 -1.40 -0.48  0.2092
H -1.68 -0.78 2.25  0.2196
H -1.93 -1.78 0.80  0.2225
H 0.98 -2.75 0.46  0.2181
H -0.92 -2.35 2.14  0.2247
C 0.96 2.02 -1.76  -0.7546
C 0.45 1.99 -0.36  0.5285
O 0.82 2.63 0.57  -0.5245
H 0.22 0.26 0.16  0.2677
H 0.46 1.28 -2.39  0.2475
H 0.80 3.00 -2.19  0.2530
H 2.02 1.74 -1.77  0.2419

The computed energies, referenced to the most stable structure and given in kJ/mol, are (a) 465.3; (b) 6.1; (c) 0.0.